# 1
ORCA calculation (wB97M-V/def2-TZVPD) on C23H21BN6O3Pd as an isolated structure.

```
55
Properties=species:S:1:pos:R:3
Pd -1.46124 0.03070 1.03018
C -0.70597 2.90065 -2.82064
C -0.34133 2.17622 -1.66950
N -1.41275 1.72018 -1.03862
N -2.47785 2.12987 -1.74948
C -2.08248 2.84238 -2.82733
B -3.92968 1.71454 -1.42457
N -4.24282 0.30925 -2.03291
C -4.05747 -0.04435 -3.32042
C -4.49905 -1.34180 -3.47757
C -4.94968 -1.69566 -2.19311
N -4.79073 -0.69765 -1.33409
N -4.25161 1.73662 0.07649
C -5.29522 2.41842 0.59732
C -5.28564 2.24952 1.96532
C -4.16292 1.43093 2.18986
N -3.55420 1.13140 1.05373
H -0.06407 3.38717 -3.53722
H 0.63727 1.94580 -1.27644
H -2.80961 3.25802 -3.50706
H -4.64655 2.53431 -1.96776
H -3.60784 0.63862 -4.02348
H -4.47472 -1.94186 -4.37249
H -5.36403 -2.63220 -1.85219
H -5.96563 2.95984 -0.04876
H -5.97773 2.65035 2.68725
H -3.76238 1.04737 3.11399
O 1.57023 0.26148 0.59020
C 2.13525 -0.97040 0.95297
C 1.01455 -2.06106 1.26103
O 1.41934 -3.23382 1.35033
O -0.14048 -1.63885 1.46338
C 3.10809 -1.38329 -0.16181
C 3.51805 -0.41208 -1.07578
C 4.43482 -0.70270 -2.07753
C 4.96375 -1.97958 -2.19615
C 4.55347 -2.95838 -1.30195
C 3.64015 -2.66732 -0.29660
C 2.92119 -0.79505 2.26451
C 2.90484 0.43657 2.91125
C 3.60435 0.62962 4.09686
C 4.33062 -0.40825 4.66140
C 4.33927 -1.64607 4.02957
C 3.64135 -1.83816 2.84667
H 0.58272 0.19493 0.72746
H 3.09190 0.57740 -0.99806
H 4.72810 0.07523 -2.77395
H 5.67496 -2.21200 -2.98110
H 4.93795 -3.96874 -1.39130
H 3.28428 -3.44284 0.36461
H 2.32450 1.23498 2.47094
H 3.57213 1.59779 4.58434
H 4.87392 -0.26025 5.58813
H 4.88659 -2.47402 4.46707
H 3.62006 -2.81379 2.38299
```

Calculated values
energy relative to the best compared isomer or geometry (same formula, charge and spin) = 24.02 kcal/mol
energy = -43433.2697 eV
strongest force on any atom = 0.48 eV Å⁻¹
total charge = -2
LUMO = 4.885 eV
HOMO-LUMO gap = 0.1769 Eh

***

# 2
ORCA calculation (wB97M-V/def2-TZVPD) on C23H21BiN6P as an isolated structure in a non-equilibrium geometry.

```
52
Properties=species:S:1:pos:R:3
Bi -0.64976 -13.34199 -8.74922
N -3.55398 -9.79777 -7.50533
C -2.80302 -9.56994 -6.36067
C -1.86056 -10.53939 -6.35064
N -1.99437 -11.38521 -7.41863
C -3.00815 -10.89383 -8.14602
C -3.46198 -11.45752 -9.42366
N -2.97738 -12.58247 -9.97526
C -3.56724 -12.67152 -11.19463
C -4.37959 -11.63988 -11.43994
N -4.33650 -10.84928 -10.28899
H -4.29772 -9.21054 -7.87313
H -2.99871 -8.78252 -5.63961
H -1.10344 -10.71695 -5.58054
H -3.27332 -13.51736 -11.81795
H -4.90981 -11.36444 -12.34234
H -4.82420 -9.99621 -10.08820
N 1.78246 -15.91139 -7.80400
P 0.06131 -15.94573 -7.54251
C -0.23723 -17.69343 -7.15135
C 0.48682 -18.24483 -6.08482
C 0.35568 -19.57863 -5.77155
C -0.46185 -20.42559 -6.54752
C -1.27368 -19.83533 -7.53682
C -1.19012 -18.46287 -7.81014
C -0.12118 -15.17842 -5.90180
C -1.23082 -15.56135 -5.11883
C -1.48872 -14.90383 -3.92788
C -0.68277 -13.81425 -3.51147
C 0.43902 -13.49346 -4.28682
C 0.71242 -14.12955 -5.49478
C 2.44960 -14.99709 -8.57426
C 3.82813 -15.22106 -8.83611
C 4.53829 -14.25369 -9.49110
C 3.90267 -13.06137 -9.90043
C 2.53086 -12.95004 -9.71851
N 1.80428 -13.91518 -9.06661
H 2.32851 -16.74697 -7.61850
H 1.16736 -17.63606 -5.50814
H 0.92339 -19.94612 -4.93028
H -0.49924 -21.48638 -6.30838
H -1.96445 -20.44873 -8.10789
H -1.82026 -18.05453 -8.57666
H -1.89256 -16.33780 -5.46971
H -2.35489 -15.20947 -3.35141
H -0.93866 -13.24257 -2.62932
H 1.15976 -12.73542 -4.00712
H 1.50176 -13.76270 -6.17044
H 4.30448 -16.10776 -8.42423
H 5.59133 -14.39521 -9.69016
H 4.44294 -12.24741 -10.39365
H 1.97193 -12.07735 -10.09005
```

Calculated values
energy = -48234.1755 eV
strongest force on any atom = 2.59 eV Å⁻¹
total charge = +3
LUMO (spin up / spin down) = -12.041 / -12.040 eV
HOMO-LUMO gap (spin up / spin down) = 0.1842 / 0.1842 Eh

***

# 3
ORCA calculation (wB97M-V/def2-TZVPD) on C23H21BrCoN3OSi as an isolated structure in a non-equilibrium geometry.

```
51
Properties=species:S:1:pos:R:3
Co -2.06981 -1.84827 -1.18114
Br 3.83199 4.42443 -1.23304
C 2.45609 4.19453 0.04316
C 1.52989 5.21593 0.25246
C 0.50479 5.03953 1.18606
C 0.39569 3.84193 1.90426
C 1.34849 2.83603 1.69726
C 2.37279 3.00503 0.76316
N -0.65451 3.63373 2.82596
N -1.75591 3.43713 2.24956
C -1.90971 2.08453 1.83896
C -1.94841 1.06073 2.78466
C -2.01181 -0.27017 2.36976
C -2.04091 -0.64127 1.01286
O -2.06981 -1.85647 0.63156
C -2.03741 0.39463 0.08756
N -2.06981 0.00963 -1.18934
C -2.07811 0.95553 -2.14694
C -2.05231 2.31153 -1.89294
C -2.00781 2.71473 -0.56564
C -1.99221 1.75593 0.46926
H 1.58829 6.14243 -0.31094
H -0.23001 5.82423 1.34306
H 1.26199 1.89543 2.23846
H 3.07829 2.19553 0.59626
H -1.90441 1.28903 3.84366
H -2.02501 -1.05997 3.11956
H -2.10901 0.56933 -3.15994
H -2.06321 3.02953 -2.70194
H -1.98441 3.77463 -0.33314
C 0.67739 -1.43707 -2.94124
Si 0.28789 -1.84827 -1.18114
C 0.86619 -0.53827 -0.00714
C 0.87629 -3.54847 -0.65934
C 1.77059 -4.29137 -1.44854
C 2.19879 -5.55867 -1.04364
C 1.74379 -6.10217 0.15446
C 0.85909 -5.37957 0.95016
C 0.42709 -4.11297 0.54756
H 1.75729 -1.36477 -3.10374
H 0.23539 -0.47717 -3.22604
H 0.28569 -2.19727 -3.62414
H 1.95839 -0.47077 0.00356
H 0.53359 -0.74667 1.01446
H 0.47369 0.44323 -0.29034
H 2.14939 -3.89857 -2.39034
H 2.88989 -6.12057 -1.66644
H 2.07899 -7.08677 0.46816
H 0.50419 -5.80037 1.88716
H -0.26321 -3.57467 1.19526
H -3.66411 -1.84827 -1.18114
```

Calculated values
2S+1 = 4
energy = -146253.3182 eV
strongest force on any atom = 2.70 eV Å⁻¹
total charge = -1
LUMO (spin up / spin down) = 2.431 / 2.274 eV
HOMO-LUMO gap (spin up / spin down) = 0.1937 / 0.1893 Eh

***

# 4
ORCA calculation (wB97M-V/def2-TZVPD) on C23H21Cl2N2O3 as an isolated structure in a non-equilibrium geometry.

```
51
Properties=species:S:1:pos:R:3
C -1.92898 0.91240 -4.01838
H -1.96010 1.54250 -5.05066
O -2.21240 1.95588 -3.19821
C -2.17320 1.53406 -1.79852
C -1.67072 0.33096 -1.30429
C -1.86328 -0.08062 0.17878
C -2.38613 0.88254 1.16364
C -2.59951 2.17228 0.38106
C -2.45438 2.45167 -0.94100
O -2.56861 3.81176 -1.36550
C -2.32348 4.67397 -0.62026
H -2.95392 4.95620 0.07855
H -1.84093 5.78566 -1.13124
C -1.04096 4.40690 0.24334
O -0.70809 4.69383 1.36870
N -0.11273 3.63855 -0.35523
C 0.71593 2.70779 0.10524
C 0.93145 2.37888 1.42088
C 1.46993 1.26933 1.58231
C 1.76312 0.18003 0.85726
C 1.72192 0.44088 -0.60517
C 0.92754 1.48725 -0.89137
H 0.76558 1.75449 -2.05350
Cl 1.93002 -0.81487 -1.62148
Cl 2.60652 -1.30541 1.03987
H 1.69270 1.11022 2.72691
H 0.78188 3.23639 2.16267
H -0.34544 3.66324 -1.61856
H -3.02369 2.87839 1.29623
H -2.51123 0.75512 2.06227
C -1.39339 -1.29276 0.52485
C -0.49399 -2.18824 -0.08548
C 0.04247 -3.25404 0.56681
C 0.10401 -3.58273 2.02293
C 0.81914 -4.63269 2.50946
N 1.46279 -5.38032 1.56982
C 1.83720 -4.98673 0.24316
C 0.79414 -4.06986 -0.01345
H 1.07780 -3.85317 -1.25285
H 2.33419 -5.77913 -0.18848
C 2.36466 -6.27687 2.39158
H 2.24022 -7.44731 1.79071
H 3.54346 -6.11108 2.34937
H 2.22481 -6.58808 3.38137
H 0.76611 -5.02194 3.43028
H -0.68123 -2.93193 2.60684
H -0.44165 -1.96043 -0.99895
H -1.48209 -1.17675 1.79769
H -1.55894 -0.55879 -2.13446
H -0.87466 0.29702 -3.92726
H -2.60233 0.08371 -4.11999
```

Calculated values
energy relative to the best compared isomer or geometry (same formula, charge and spin) = 435.75 kcal/mol
energy = -58334.1898 eV
strongest force on any atom = 17.35 eV Å⁻¹
total charge = +1
LUMO = -5.032 eV
HOMO-LUMO gap = 0.1958 Eh